Record 1
Molecular formula: C27H57Be2F2N4O7S2
Method: DFT, the ωB97M-V functional and the def2-TZVPD basis

ORCA input file:
```
! wB97M-V def2-TZVPD RIJCOSX def2/J DEFGRID3
* xyz 3 1
Be 3.4393 2.3955 -4.0427
Be 0.8514 0.0161 -3.2415
N 2.0335 0.3446 -1.3771
S 1.7119 0.9522 0.0182
O 2.2015 2.2611 0.3475
O 1.4730 0.0721 1.1295
F 0.1587 1.3102 -0.3583
S 3.6973 0.2778 -1.2015
O 4.2630 -0.1163 0.0449
O 4.4193 1.2234 -2.0430
F 3.7858 -1.1589 -1.9428
C -1.8764 -3.6932 -1.8223
C -0.6899 -2.8079 -1.6343
C 0.3434 -3.4476 -0.6386
C 1.2930 -4.5182 -1.2304
C 1.9901 -3.9673 -2.4569
C 1.0708 -3.3354 -3.5299
N 0.0477 -2.4958 -2.8894
O -0.6741 -1.7864 -3.8343
C 2.0490 -2.6270 -4.4439
C 0.4559 -4.5290 -4.3620
C -1.0771 -1.5052 -0.9958
H -2.5758 -3.6555 -0.9848
H -1.6404 -4.7598 -1.8120
H -2.4874 -3.4905 -2.7044
H 0.9048 -2.6461 -0.1537
H -0.2594 -3.8780 0.1645
H 0.7005 -5.4197 -1.3950
H 2.0789 -4.7973 -0.5281
H 2.6494 -4.7596 -2.8183
H 2.7544 -3.2576 -2.1236
H 2.8230 -3.2518 -4.8886
H 1.5783 -2.1529 -5.3106
H 2.6381 -1.8980 -3.8711
H 1.2364 -5.0170 -4.9444
H -0.1047 -5.3097 -3.8543
H -0.1104 -3.9947 -5.1319
H -1.6485 -1.6604 -0.0838
H -1.6032 -0.8593 -1.7109
H -0.2660 -0.7963 -0.8130
H -1.2632 -2.4068 -4.3027
C -4.1552 3.3565 -4.4176
C -4.1037 3.8378 -2.9774
C -4.5086 2.6513 -2.0114
C -4.2168 2.8797 -0.4708
C -2.7691 3.2734 -0.3851
C -2.3670 4.5428 -1.1419
N -2.7321 4.2966 -2.5784
O -2.3014 5.3181 -3.3880
C -3.0840 5.7466 -0.4777
C -0.8286 4.5445 -0.9215
C -5.2249 4.9211 -2.9621
H -5.1290 3.0427 -4.7821
H -3.5098 2.4774 -4.5021
H -3.7594 4.1237 -5.0834
H -5.5619 2.4136 -2.1669
H -3.9977 1.7467 -2.3526
H -4.5334 2.0329 0.1333
H -4.8530 3.7206 -0.1851
H -2.1701 2.3744 -0.5289
H -2.7057 3.5376 0.6753
H -2.6442 6.7046 -0.7634
H -4.1574 5.8218 -0.6315
H -2.9019 5.7027 0.5965
H -0.4028 4.7872 0.0493
H -0.4142 3.5798 -1.2105
H -0.3950 5.2608 -1.6247
H -6.0876 4.4815 -3.4517
H -4.7602 5.7430 -3.5067
H -5.5621 5.1806 -1.9597
H -2.9176 6.0590 -3.2412
C 2.9426 0.1931 6.4506
C 2.4480 0.1375 5.0187
C 3.6110 -0.0052 4.0115
C 4.0515 -1.4653 3.7799
C 2.7427 -2.2449 3.3758
C 1.6706 -2.3075 4.5377
N 1.4361 -0.8932 4.8426
O 0.2841 -0.6631 5.5303
C 0.3805 -2.8898 3.9120
C 2.0148 -3.0762 5.8518
C 1.8035 1.5138 4.7453
H 3.6469 1.0197 6.5163
H 3.2113 -0.8046 6.7981
H 2.1787 0.4915 7.1756
H 3.3772 0.4950 3.0729
H 4.4605 0.5065 4.4658
H 4.4116 -1.9772 4.6695
H 4.7228 -1.4079 2.9264
H 3.0711 -3.2791 3.2562
H 2.2924 -1.8869 2.4530
H -0.3361 -3.0851 4.7214
H -0.2648 -2.2320 3.3314
H 0.4471 -3.9183 3.5609
H 1.8477 -4.1490 5.7533
H 3.0760 -2.9311 6.0504
H 1.4072 -2.7966 6.7128
H 1.1739 1.4050 3.8625
H 2.5841 2.2673 4.6611
H 1.1507 1.8591 5.5471
H 0.5387 -0.8885 6.4481
*
```

Results
DFT total energy	-2832.72022	hartree

=====

Record 2
Molecular formula: C27H57BrFIN6O10PS
Method: DFT, the ωB97M-V functional and the def2-TZVPD basis

ORCA input file:
```
! wB97M-V def2-TZVPD RIJCOSX def2/J DEFGRID3
* xyz 1 1
C -3.1111 1.7759 -1.3186
C -1.7339 1.2499 -1.7255
F -1.7925 -0.1391 -1.9185
C -0.5393 1.5723 -0.8245
P 0.0336 3.3495 -1.1533
O -1.4337 4.0663 -1.1331
Br 0.5134 3.3174 -3.3219
C 0.6962 0.6931 -1.0762
C 1.7127 1.1665 -0.0431
C 2.7801 0.1550 0.3990
C 2.4076 -0.6545 1.6186
O 2.1335 -0.1651 2.6608
I 2.3603 -2.7626 1.3373
N 0.8574 1.7616 1.0854
C -0.5970 1.4743 0.7391
C -0.8712 0.1235 1.4330
C -2.2438 -0.5478 1.2684
C -2.2159 -2.0871 1.1776
C -1.1297 -2.6395 0.2620
S -1.1751 -4.3783 -0.0972
O 0.1390 -4.9159 0.0946
O -1.8556 -4.5800 -1.3396
O -2.1241 -4.8970 1.0647
H -3.5224 2.3622 -2.1382
H -3.0734 2.4080 -0.4324
H -3.7892 0.9409 -1.1452
H -1.4849 1.6576 -2.7068
H -1.4675 4.8759 -1.6618
H 1.1271 0.7327 -2.0740
H 0.4158 -0.3501 -0.9025
H 2.2487 2.0278 -0.4430
H 2.9837 -0.4960 -0.4490
H 3.7101 0.6798 0.6384
H 1.1003 1.4226 2.0201
H 1.0337 2.7905 1.1162
H -1.2232 2.2386 1.2081
H -0.0702 -0.5792 1.1967
H -0.7427 0.3556 2.4976
H -2.8390 -0.3067 2.1535
H -2.7863 -0.1405 0.4245
H -2.1055 -2.5227 2.1733
H -3.1873 -2.4184 0.8017
H -0.1296 -2.5024 0.6787
H -1.1729 -2.1876 -0.7276
H -2.4505 -5.7866 0.8113
C -5.1898 4.6130 -5.4062
C -4.9982 3.1601 -5.0383
O -4.6458 2.8249 -3.9150
N -5.2354 2.2317 -5.9941
C -5.6615 2.4400 -7.3633
H -4.9635 5.2108 -4.5290
H -4.5277 4.9041 -6.2225
H -6.2168 4.8088 -5.7157
H -5.0941 1.2828 -5.6825
H -6.6189 1.9536 -7.5531
H -4.9284 2.0421 -8.0660
H -5.7768 3.5014 -7.5584
C 4.5719 -1.3279 4.6103
C 5.7360 -1.3306 5.5781
O 6.8497 -0.9801 5.2303
N 5.4911 -1.7361 6.8518
C 4.2412 -2.1827 7.4274
H 4.9511 -0.9927 3.6491
H 4.1458 -2.3261 4.4983
H 3.7801 -0.6548 4.9414
H 6.3067 -1.7147 7.4445
H 3.9370 -1.5427 8.2573
H 4.3196 -3.2063 7.7972
H 3.4575 -2.1560 6.6763
C -3.0256 -9.4195 1.8522
C -3.8104 -8.2952 1.2180
O -3.4281 -7.7481 0.1902
N -4.9638 -7.9135 1.8181
C -5.5680 -8.4475 3.0214
H -2.1447 -9.5930 1.2423
H -2.7169 -9.1626 2.8662
H -3.6161 -10.3349 1.8980
H -5.4459 -7.1712 1.3344
H -6.5553 -8.8620 2.8137
H -5.6733 -7.6749 3.7842
H -4.9472 -9.2403 3.4263
C 3.6052 -0.2946 -4.1028
C 3.9822 1.0070 -3.4375
O 3.2927 1.4915 -2.5413
N 5.0995 1.6317 -3.8602
C 6.0242 1.2137 -4.8972
H 2.6868 -0.6571 -3.6501
H 3.4422 -0.1570 -5.1719
H 4.3859 -1.0446 -3.9725
H 5.2920 2.4963 -3.3778
H 7.0257 1.0722 -4.4910
H 6.0759 1.9557 -5.6941
H 5.6971 0.2736 -5.3291
C 1.8966 6.0676 3.3512
C 1.6646 5.4932 1.9802
O 1.1152 4.3957 1.8279
N 2.0652 6.1964 0.9117
C 2.7144 7.4947 0.8844
H 1.5099 5.3662 4.0837
H 2.9599 6.2255 3.5318
H 1.3848 7.0230 3.4670
H 1.8868 5.7372 0.0295
H 2.1128 8.2155 0.3315
H 3.6945 7.4263 0.4133
H 2.8465 7.8653 1.8954
*
```

Results
DFT total energy	-5854.97631	hartree